Record 1
A 4-piece molecular cluster, C3H16N2O3 overall at a distorted geometry. Source: the OMol25 dataset; level of theory: ωB97M-V with the def2-TZVPD basis set.

Structure (XYZ):
```
24
Properties=species:S:1:pos:R:3:mulliken_charge:R:1
N -2.24093 -0.11955 -0.48867 -0.54
C -1.42089 0.58560 0.54061 0.58
C -2.20784 1.82287 1.18061 -1.43
C -0.73057 -0.38402 1.51584 -0.76
N 0.48191 -0.97090 1.08860 -0.59
H -2.48657 -1.19337 -0.28224 0.23
H -3.10662 0.16109 -0.81046 0.20
H -0.52608 1.05806 -0.05498 0.03
H -2.29394 1.86058 2.29775 0.33
H -2.07959 2.66437 0.56151 0.41
H -3.24779 1.75295 1.00674 0.42
H -1.44074 -1.25068 1.61100 0.27
H -0.56310 0.17898 2.61034 0.31
H 1.28390 -0.45793 1.18430 0.34
H 0.27756 -1.23837 0.14378 0.30
H -0.43386 -0.73713 -1.61801 0.34
H -0.36424 -2.01520 -2.46581 0.27
O 0.10956 -1.43327 -1.85365 -0.66
H 2.40837 2.03412 0.87338 0.29
H 3.17145 1.00584 -0.17037 0.33
O 2.47780 1.08107 0.54433 -0.63
H 3.31997 -0.96663 -2.27822 0.29
H 2.17559 -0.95306 -1.40484 0.24
O 2.70948 -0.44995 -1.79391 -0.54
```

LUMO energy in Eh: 0.030
Gap between HOMO and LUMO in eV: 9.296
HOMO level in eV: -8.469
Maximum force in eV/A: 11.028
M in g/mol: 128.17
Energy above the lowest of the compared OMol25 structures with the same formula, charge and spin in eV: 3.043
SMILES string: C[C@H](N)CN.O.O.O

=====

Record 2
A 4-piece molecular cluster, C3H16NO3 overall at a distorted geometry. Source: the OMol25 dataset; level of theory: ωB97M-V with the def2-TZVPD basis set.

Structure (XYZ):
```
23
Properties=species:S:1:pos:R:3:mulliken_charge:R:1
C -0.26655 2.75334 -1.34610 -1.07
C 0.03282 1.78849 -0.21684 -0.43
N -0.53483 0.40636 -0.46051 -0.03
C -1.99438 0.38516 -0.20478 -1.09
H -0.12269 3.76467 -0.97453 0.36
H 0.38177 2.65693 -2.20448 0.33
H -1.31276 2.61659 -1.62065 0.32
H 1.08278 1.65598 -0.03309 0.38
H -0.45387 2.12090 0.69422 0.38
H -0.01253 -0.28162 0.11527 0.40
H -0.45661 0.26220 -1.47156 0.35
H -2.30929 -0.64065 -0.06787 0.38
H -2.56655 0.67160 -1.08435 0.38
H -2.26550 0.97923 0.66179 0.40
H 0.42509 -2.49315 1.03687 0.26
H -0.26973 -1.66146 2.06262 0.30
O -0.13970 -1.71367 1.10460 -0.62
H 0.76776 -1.52206 -3.18532 0.31
H 1.51235 -1.35067 -1.86294 0.29
O 0.82089 -0.95613 -2.40571 -0.61
H 2.20211 -1.32887 3.85316 0.31
H 2.27588 -2.36750 2.80160 0.31
O 1.62409 -1.79537 3.23289 -0.61
```

LUMO energy in Eh: -0.107
Gap between HOMO and LUMO in eV: 12.099
Charge: +1
HOMO level in eV: -15.010
Maximum force in eV/A: 2.097
M in g/mol: 114.16
Energy above the lowest of the compared OMol25 structures with the same formula, charge and spin in eV: 0.571

=====

Record 3
A 5-piece molecular cluster, C3H16NO4 overall at a distorted geometry. Source: the OMol25 dataset; level of theory: ωB97M-V with the def2-TZVPD basis set.

Structure (XYZ):
```
24
Properties=species:S:1:pos:R:3:mulliken_charge:R:1
C -0.22440 -1.30649 -2.33236 -0.96
C -0.25812 -2.15976 -1.02295 -0.44
C -1.87831 -1.57087 0.64473 -0.06
N -0.76598 -1.32923 0.04857 0.18
H 0.21308 -0.32597 -2.18933 0.27
H -1.30305 -1.21621 -2.53666 0.31
H 0.21206 -1.90913 -3.12653 0.34
H 0.79292 -2.35532 -0.75710 0.27
H -0.74202 -3.12817 -1.06505 0.40
H -2.04995 -0.81303 1.41514 0.30
H -2.47233 -2.47359 0.53918 0.30
H -0.37471 -0.40567 0.38977 0.17
H 3.14620 1.18482 2.83172 0.30
H 3.32386 -0.13409 2.06977 0.29
O 2.71188 0.59316 2.21229 -0.60
H -1.31818 1.53128 1.46905 0.33
H -2.71550 1.96719 2.00925 0.30
O -2.20323 1.21567 1.70038 -0.63
H 1.54382 3.65547 -1.04355 0.28
H 0.57038 3.01827 -2.00962 0.30
O 1.05554 2.84041 -1.19889 -0.63
H 0.74720 1.53805 0.01406 0.40
H 1.41635 0.68114 1.20552 0.41
O 0.57249 0.90206 0.73260 -0.85
```

LUMO energy in Eh: -0.131
Gap between HOMO and LUMO in eV: 11.113
Charge: +1
HOMO level in eV: -14.672
Maximum force in eV/A: 3.117
M in g/mol: 130.16
Energy above the lowest of the compared OMol25 structures with the same formula, charge and spin in eV: 0.621

=====

Record 4
A 4-piece molecular cluster, C3H16NO4 overall at a distorted geometry. Source: the OMol25 dataset; level of theory: ωB97M-V with the def2-TZVPD basis set.

Structure (XYZ):
```
24
Properties=species:S:1:pos:R:3:mulliken_charge:R:1
O -0.90687 -1.00899 -1.49138 -0.59
C 0.32404 -0.52780 -1.98972 -0.38
C 1.34088 -1.05597 -0.93422 -0.56
N 0.93463 -0.53298 0.44605 -0.18
C 1.69210 -0.64513 1.75529 -0.85
H -1.61415 -0.91935 -2.14707 0.34
H 0.53885 -1.15948 -2.94093 0.33
H 0.16992 0.48880 -2.21485 0.35
H 2.32464 -0.82035 -1.27873 0.40
H 1.14741 -2.13739 -0.88932 0.34
H -0.08972 -0.86870 0.64575 0.53
H 0.70439 0.48843 0.23109 0.27
H 1.78386 -1.76330 1.96190 0.31
H 1.03231 -0.18621 2.45138 0.34
H 2.62895 -0.05578 1.71855 0.33
H 0.49922 3.50799 0.63472 0.30
H -0.07559 3.46655 -0.72124 0.33
O -0.07749 2.95571 0.11702 -0.62
H -1.96059 -0.21715 1.11213 0.39
H -1.37817 -1.12336 2.38081 0.27
O -1.23617 -0.79805 1.52885 -0.61
H -2.99712 1.58737 0.31526 0.35
H -2.07982 0.63125 -0.70021 0.30
O -2.70549 0.69389 0.00887 -0.69
```

LUMO energy in Eh: -0.103
Gap between HOMO and LUMO in eV: 11.947
Charge: +1
HOMO level in eV: -14.749
Maximum force in eV/A: 3.955
M in g/mol: 130.16
Energy above the lowest of the compared OMol25 structures with the same formula, charge and spin in eV: 1.405

=====

Record 5
A 5-piece molecular cluster, C3H16NO6S2 overall at a distorted geometry. Source: the OMol25 dataset; level of theory: ωB97M-V with the def2-TZVPD basis set.

Structure (XYZ):
```
28
Properties=species:S:1:pos:R:3:mulliken_charge:R:1
N 0.76024 -0.19441 -0.40494 -0.18
C -0.61681 -0.40031 -1.05770 -0.04
C -0.86223 0.61130 -2.25029 0.44
O -1.52587 -0.16179 -3.12667 -0.43
O -0.40581 1.74539 -2.34265 -0.56
C -1.92662 -0.19899 -0.43694 -0.78
S -1.96320 -1.37518 1.00673 -0.08
S -1.85701 -0.59727 3.01914 -0.15
H 1.40918 -1.00640 -0.72366 0.58
H 0.64363 -0.24166 0.69057 0.28
H 1.12136 0.77696 -0.64430 0.42
H -0.52280 -1.40216 -1.61849 0.16
H -1.72210 0.23788 -4.05230 0.39
H -2.13758 0.77821 -0.04765 0.46
H -2.84203 -0.64478 -1.07254 0.34
H -2.81138 0.25779 2.97215 0.13
H 2.76739 -0.63906 -1.93778 0.28
H 2.45937 -1.89833 -2.63578 0.26
O 2.08025 -1.21225 -2.18591 -0.57
H 2.80096 1.72845 0.92215 0.26
H 1.90893 1.23934 2.23510 0.31
O 2.16714 1.17157 1.28500 -0.59
H -1.59733 3.15770 2.51083 0.30
H -1.05048 3.38188 1.04236 0.29
O -1.16278 2.71589 1.66368 -0.55
H 2.24653 -2.24175 2.64587 0.28
H 1.12103 -3.24721 2.43184 0.32
O 1.51802 -2.34081 2.11218 -0.57
```

LUMO energy in Eh: -0.105
Gap between HOMO and LUMO in eV: 8.676
Charge: +1
HOMO level in eV: -11.528
Maximum force in eV/A: 5.020
M in g/mol: 226.30
Energy above the lowest of the compared OMol25 structures with the same formula, charge and spin in eV: 3.817

=====

Record 6
C3H16O5 as an isolated structure at a distorted geometry. Source: the OMol25 dataset; level of theory: ωB97M-V with the def2-TZVPD basis set.

Structure (XYZ):
```
24
Properties=species:S:1:pos:R:3:mulliken_charge:R:1
O 2.50799 -1.62434 1.36348 -0.49
H 2.73350 -1.26093 2.21983 0.30
H 2.74701 -2.54918 1.42478 0.25
O 1.27878 -0.67768 0.10079 -0.90
H 2.06024 -1.01332 0.53999 0.65
H 0.97971 0.04038 0.65862 -0.06
O 2.83683 -2.13220 -0.97127 -0.67
H 1.99839 -1.75778 -1.24156 0.36
H 2.64426 -2.58379 -0.14956 0.29
O 0.74013 0.88757 -1.51583 -0.71
H 0.95810 0.25237 -0.83374 0.52
H 1.41324 0.76193 -2.18470 0.25
C -0.93381 1.12335 0.96700 -1.10
C -2.13611 1.43930 0.02858 0.38
C -2.26568 0.29620 -1.04455 -1.12
O -3.30803 1.41048 0.87506 -0.55
H 0.03383 1.18320 0.46881 0.32
H -1.02787 0.11164 1.36161 0.36
H -0.67989 1.79279 1.78886 0.37
H -2.06183 2.39553 -0.48930 0.32
H -3.07802 0.33860 -1.77009 0.32
H -2.13348 -0.67019 -0.55801 0.28
H -1.36087 0.16391 -1.63776 0.30
H -3.94640 2.07218 0.59896 0.32
```

LUMO energy in Eh: -0.011
Gap between HOMO and LUMO in eV: 9.438
HOMO level in eV: -9.736
Maximum force in eV/A: 9.594
M in g/mol: 132.16
Energy above the lowest of the compared OMol25 structures with the same formula, charge and spin in eV: 4.835

=====

Record 7
C3H17B2ClCrN3O10 as an isolated structure at a distorted geometry. Source: the OMol25 dataset; level of theory: ωB97M-V with the def2-TZVPD basis set.

Structure (XYZ):
```
37
Properties=species:S:1:pos:R:3:mulliken_charge:R:1
Cr 3.04271 -12.93518 23.18377 -0.55
Cl 2.68629 -16.22551 22.78142 1.73
O 2.83116 -15.05348 21.91556 -0.61
O 3.98350 -16.77688 23.01056 -0.65
O 2.10873 -15.75924 24.03408 -0.71
O 1.79974 -17.18447 22.19435 -0.70
B 3.72309 -13.08140 25.37413 1.49
H 3.52504 -13.64045 26.37069 -0.31
H 4.50091 -12.22050 25.42311 -0.35
H 4.14659 -13.85480 24.64827 -0.17
H 2.74893 -12.63572 24.99291 -0.46
B 5.26129 -12.53961 22.45878 1.22
H 6.19723 -12.43854 23.13368 -0.30
H 5.54909 -12.46812 21.33274 -0.34
H 4.71201 -13.52282 22.64606 -0.06
H 4.54724 -11.66585 22.64242 -0.38
C 2.62535 -11.23063 19.04581 -0.83
N 2.00202 -12.07124 20.09202 0.78
O 2.65602 -12.23593 21.10309 -0.18
O 0.84632 -12.39448 19.93388 -0.50
H 3.60757 -11.58234 18.74248 0.28
H 2.66417 -10.23576 19.48347 0.26
H 2.02334 -11.19952 18.14266 0.34
C -0.03347 -13.52778 25.60062 -0.73
N -0.14996 -13.29915 24.13565 0.76
O 0.87264 -13.04732 23.55025 -0.41
O -1.22974 -13.44849 23.61873 -0.53
H -0.56372 -14.43516 25.87104 0.32
H -0.40721 -12.69003 26.18330 0.30
H 1.02772 -13.66053 25.81047 0.15
C 2.36710 -8.46788 23.51074 -0.93
N 2.01044 -9.84279 23.11366 0.90
O 2.69065 -10.73248 23.56248 -0.27
O 1.06815 -10.01070 22.38073 -0.53
H 3.34512 -8.50594 23.98084 0.35
H 1.67739 -8.12520 24.27844 0.30
H 2.33216 -7.87228 22.60563 0.31
```

LUMO energy (alpha / beta) in Eh: 0.071 / 0.070
Gap between HOMO and LUMO (alpha / beta) in eV: 6.966 / 7.981
Charge: -1
2S+1: 5
⟨S²⟩: 6.01
HOMO level (alpha / beta) in eV: -5.026 / -6.079
Maximum force in eV/A: 2.174
M in g/mol: 364.25
Energy above the lowest of the compared OMol25 structures with the same formula, charge and spin in eV: 0.937

=====

Record 8
C3H17Be2O17 as an isolated structure at a distorted geometry. Source: the OMol25 dataset; level of theory: ωB97M-V with the def2-TZVPD basis set.

Structure (XYZ):
```
39
Properties=species:S:1:pos:R:3:mulliken_charge:R:1
Be -0.71028 -1.63582 -0.18459 -0.23
Be 1.85272 0.28718 0.59941 -0.29
C -1.79028 -3.05282 0.92441 0.80
O -0.57428 -3.14182 0.81541 -0.39
O -2.45428 -3.83582 1.86241 -0.51
O -2.22428 -2.11082 0.19941 -0.37
H -1.87528 -4.42982 2.32741 0.33
C -0.13028 0.11518 0.37741 0.59
O 0.61972 -0.93582 0.32341 -0.03
O -0.98928 -0.09582 -0.45059 0.29
O 0.56772 1.16318 0.46341 -0.59
C 3.67172 -0.22282 0.64741 0.78
O 2.74872 -0.17382 1.70041 -0.68
O 4.06972 -1.44082 0.40441 -0.76
O 3.00872 0.35818 -0.30859 -0.35
O 2.40172 -2.73682 2.23841 -0.70
H 2.93572 -2.08182 1.75641 0.51
H 1.87472 -2.05182 2.66241 0.28
O -3.06928 1.18018 1.43341 -0.66
H -2.22528 0.97218 1.07641 0.30
H -3.29028 2.03218 1.04941 0.28
O -0.04628 -2.47082 -1.70859 -0.38
H 0.90972 -2.68882 -1.77759 0.31
H -0.33728 -2.94082 -2.47859 0.27
O -2.31328 -0.57582 -3.18959 -0.58
H -2.40928 0.17718 -3.78459 0.29
H -2.96128 -0.28682 -2.56559 0.28
O 1.16572 1.20018 -2.59059 -0.63
H 1.34872 1.97518 -2.05659 0.35
H 0.30372 1.09218 -2.25459 0.22
O -1.66428 2.26618 -2.05759 -0.61
H -1.89828 3.13118 -1.77759 0.26
H -1.70928 1.67018 -1.33059 0.32
O 2.57972 2.83318 1.84241 -0.57
H 2.44372 3.69718 1.47341 0.28
H 2.05572 2.86718 2.62341 0.28
O -0.61428 3.48018 0.22941 -0.62
H -1.09628 3.74418 1.03941 0.28
H -0.17528 2.66718 0.44641 0.64
```

LUMO energy in Eh: 0.083
Gap between HOMO and LUMO in eV: 7.796
Charge: -1
HOMO level in eV: -5.524
Maximum force in eV/A: 9.890
M in g/mol: 343.18
Energy above the lowest of the compared OMol25 structures with the same formula, charge and spin in eV: 0.019

=====

Record 9
A 5-piece molecular cluster, C3H17NO4 overall at a distorted geometry. Source: the OMol25 dataset; level of theory: ωB97M-V with the def2-TZVPD basis set.

Structure (XYZ):
```
25
Properties=species:S:1:pos:R:3:mulliken_charge:R:1
C -0.04711 2.53046 -1.99087 -0.83
N -1.05382 1.44820 -2.01148 0.05
C -0.51315 0.20982 -1.49847 -1.75
C -2.35014 1.79191 -1.41245 -0.89
H 0.04576 2.90082 -2.99436 0.25
H 0.90474 2.18658 -1.59123 0.38
H -0.39851 3.36139 -1.37711 0.20
H -1.26649 -0.58050 -1.57801 0.57
H 0.38242 -0.16911 -1.98811 0.51
H -0.30678 0.24913 -0.43262 0.39
H -2.29464 2.80320 -1.00168 0.28
H -2.63075 1.09233 -0.62411 0.35
H -3.10181 1.78041 -2.19706 0.25
H -0.69756 -1.89406 2.87893 0.37
H -0.22260 -3.00008 1.97037 0.30
O -0.81485 -2.83970 2.72376 -0.86
H 0.40521 -4.46788 -0.27639 0.22
H 0.70557 -5.68135 0.58283 0.65
O 1.03213 -4.77971 0.40113 -1.11
H 0.81814 5.53834 0.61600 0.32
H 0.11543 5.33445 1.96003 0.33
O 0.71086 4.90218 1.33803 -0.67
H 2.36309 -3.38672 1.28658 0.47
H 2.64564 -1.97440 0.62376 0.33
O 2.44710 -2.43336 1.44354 -1.14
```

LUMO energy (alpha / beta) in Eh: 0.088 / 0.086
Gap between HOMO and LUMO (alpha / beta) in eV: 1.669 / 8.052
Charge: -1
2S+1: 2
⟨S²⟩: 0.75
HOMO level (alpha / beta) in eV: 0.730 / -5.723
Maximum force in eV/A: 1.223
M in g/mol: 131.17
Energy above the lowest of the compared OMol25 structures with the same formula, charge and spin in eV: 0.804

=====

Record 10
C3H17NO4 as an isolated structure at a distorted geometry. Source: the OMol25 dataset; level of theory: ωB97M-V with the def2-TZVPD basis set.

Structure (XYZ):
```
25
Properties=species:S:1:pos:R:3:mulliken_charge:R:1
C -0.32658 -1.75142 -0.45498 -0.81
C 1.13483 -1.29734 -0.58244 -0.05
C 1.70393 -0.80962 0.74195 -1.08
N -2.11422 -0.98469 -0.64160 -0.82
H -0.58017 -2.48408 -1.20267 0.41
H -0.56062 -1.68378 0.59452 0.37
H 1.63458 -2.15275 -1.03344 0.36
H 1.16280 -0.44416 -1.26854 0.13
H 1.28198 0.14984 1.01224 0.16
H 1.49957 -1.53223 1.53536 0.38
H 2.78571 -0.69673 0.68408 0.37
H -2.28001 -1.25163 0.32235 0.32
H -2.32945 -1.86919 -1.09405 0.27
H -1.20743 0.86975 4.06095 0.30
H -0.31375 0.71198 2.79755 0.34
O -0.33262 0.63078 3.75587 -0.65
H -0.54128 1.13536 0.09227 0.34
H 0.36933 2.28349 0.46517 0.34
O -0.33320 1.73509 0.85148 -0.71
H -1.66335 1.35669 -2.04461 0.22
H -1.29200 0.05304 -1.25204 0.52
O -0.89042 1.00068 -1.59097 -0.74
H 1.77983 2.07997 -1.95868 0.31
H 0.30658 2.19997 -1.81321 0.38
O 1.10596 2.75097 -1.97655 -0.66
```

LUMO energy in Eh: 0.003
Gap between HOMO and LUMO in eV: 10.777
HOMO level in eV: -10.687
Maximum force in eV/A: 3.141
M in g/mol: 131.17
Energy above the lowest of the compared OMol25 structures with the same formula, charge and spin in eV: 3.069